No. 1
Entry from the Open Molecules 2025 dataset: a molecular structure, C16H20IrN8O5 (ωB97M-V/def2-TZVPD).

Geometry as ORCA input:
```
! wB97M-V def2-TZVPD RIJCOSX def2/J DEFGRID3
* xyz 1 1
Ir 0.152 0.249 -0.248
O -0.866 -0.205 3.663
C -0.360 0.005 2.596
N -0.974 0.402 1.415
C -1.842 1.484 1.509
O -2.653 1.703 2.365
C -1.537 2.505 0.436
C -2.226 3.699 0.375
C -1.850 4.639 -0.571
C -0.791 4.349 -1.420
C -0.153 3.130 -1.301
N -0.517 2.222 -0.390
C 1.142 0.038 2.425
C 2.000 -0.172 3.484
C 3.358 0.019 3.287
C 3.804 0.426 2.038
C 2.885 0.606 1.023
N 1.578 0.413 1.212
H -3.034 3.859 1.075
H -2.370 5.584 -0.645
H -0.458 5.055 -2.167
H 0.670 2.860 -1.949
H 1.577 -0.465 4.435
H 4.059 -0.136 4.096
H 4.853 0.600 1.844
H 3.196 0.920 0.036
N 1.411 -0.121 -1.932
N 0.650 -0.535 -3.049
C -0.682 -0.772 -2.866
N -1.296 -1.414 -3.844
N -1.214 -0.279 -1.744
N -2.604 -0.345 -1.556
O -3.291 -0.988 -2.328
O -3.018 0.268 -0.613
H 2.077 0.578 -2.245
H 1.865 -0.950 -1.521
H 1.133 -1.151 -3.686
H -0.797 -1.675 -4.677
H -2.288 -1.584 -3.759
C 0.859 -3.951 0.454
C 0.112 -2.643 0.651
C -1.380 -2.806 0.402
O 0.695 -1.692 -0.222
H 0.488 -4.717 1.135
H 1.926 -3.814 0.635
H 0.724 -4.307 -0.570
H 0.256 -2.327 1.695
H -1.553 -3.092 -0.640
H -1.922 -1.884 0.623
H -1.794 -3.590 1.037
*
```

Summary:
Electronic energy: -1540.04837 Ha
E_HOMO: -11.50 eV
Kohn-Sham gap: 8.375 eV
Energy relative to the best compared isomer or geometry (same formula, charge and spin): 0.0000 eV
Lowest unoccupied orbital energy: -0.115 Ha

No. 2
Entry from the Open Molecules 2025 dataset: C16H20N2O2 in the gas phase (ωB97M-V/def2-TZVPD).

Geometry as ORCA input:
```
! wB97M-V def2-TZVPD RIJCOSX def2/J DEFGRID3
* xyz 0 1
O -6.094 -1.474 1.290
C -5.056 -0.884 1.043
N -4.917 0.441 1.251
C -3.514 0.656 1.374
C -2.993 -0.387 0.442
C -2.808 0.067 -1.025
C -2.226 -1.073 -1.728
N -0.868 -1.200 -1.164
C 0.183 -0.403 -1.559
C 1.379 -0.236 -0.865
C 2.421 0.588 -1.510
C 3.543 0.880 -0.504
C 4.846 0.667 -0.962
C 5.947 0.921 -0.191
C 5.652 1.477 1.084
C 4.342 1.562 1.607
C 3.293 1.424 0.772
C -0.968 -1.925 0.154
C -1.686 -0.967 1.055
O -3.920 -1.430 0.574
H -5.549 0.798 2.052
H -3.204 1.684 1.047
H -3.049 0.534 2.328
H -2.353 1.035 -1.136
H -3.813 0.257 -1.493
H -2.172 -0.835 -2.824
H -2.932 -1.962 -1.506
H -0.039 0.081 -2.551
H 1.627 -0.684 0.060
H 2.692 0.116 -2.433
H 1.930 1.524 -1.866
H 4.882 0.123 -1.978
H 6.905 0.604 -0.515
H 6.414 1.576 1.907
H 4.236 1.647 2.762
H 2.262 1.536 1.110
H -1.459 -2.863 0.013
H 0.041 -2.037 0.447
H -0.915 -0.329 1.501
H -2.059 -1.509 1.939
*
```

Summary:
Electronic energy: -881.60450 Ha
E_HOMO: -7.28 eV
Kohn-Sham gap: 7.803 eV
Energy relative to the best compared isomer or geometry (same formula, charge and spin): 4.5330 eV
Lowest unoccupied orbital energy: 0.019 Ha
SMILES: O=C1NCC2(CCN(/C=C/Cc3ccccc3)CC2)O1

No. 3
Entry from the Open Molecules 2025 dataset: C16H20N2O2S2 in the gas phase (ωB97M-V/def2-TZVPD).

Geometry as ORCA input:
```
! wB97M-V def2-TZVPD RIJCOSX def2/J DEFGRID3
* xyz 0 1
C -0.028 -1.548 5.262
C -0.680 -1.233 3.955
O -0.269 -2.242 2.960
C -0.844 -1.969 1.625
C -0.462 -2.946 0.577
C -0.880 -2.894 -0.732
C -1.719 -1.534 -1.018
N -2.000 -1.690 -2.532
C -2.022 -0.655 -0.147
S -2.917 0.606 -0.787
S -1.849 2.375 0.219
C -0.641 2.450 -0.900
C 0.609 1.725 -0.726
C 1.798 1.578 -1.621
O 3.039 0.954 -1.544
C 3.048 0.224 -0.475
C 2.320 -1.205 -0.712
C 1.682 2.678 -2.669
C 0.475 3.325 -3.028
C -0.466 3.462 -2.023
N -1.568 4.123 -2.178
C -1.757 -0.924 1.092
H -0.108 -0.721 5.927
H -0.493 -2.474 5.627
H 1.164 -1.409 5.132
H -1.684 -0.858 4.146
H -0.205 -0.126 3.554
H 0.055 -3.783 1.046
H -0.415 -3.582 -1.366
H -1.775 -2.284 -3.112
H -2.284 -0.771 -2.665
H 0.857 0.935 0.139
H 2.605 0.525 0.434
H 4.078 -0.037 -0.473
H 1.376 -1.154 -0.912
H 2.678 -1.715 -1.831
H 2.578 -1.953 0.053
H 2.264 2.668 -3.398
H 0.447 3.949 -3.728
H -1.766 4.641 -3.043
H -2.384 3.661 -1.868
H -1.855 -0.173 1.741
*
```

Summary:
Electronic energy: -1677.61173 Ha
E_HOMO: -7.32 eV
Kohn-Sham gap: 6.609 eV
Energy relative to the best compared isomer or geometry (same formula, charge and spin): 12.4428 eV
Lowest unoccupied orbital energy: -0.026 Ha
SMILES: CCOc1ccc(N)c(SSc2cc(OCC)ccc2N)c1

No. 4
Entry from the Open Molecules 2025 dataset: C16H20N2O3 in the gas phase (ωB97M-V/def2-TZVPD).

Geometry as ORCA input:
```
! wB97M-V def2-TZVPD RIJCOSX def2/J DEFGRID3
* xyz 0 1
C -5.056 -2.363 -0.089
C -6.063 -1.261 0.238
O -5.500 0.003 0.501
C -4.964 0.700 -0.604
C -3.443 0.571 -0.729
C -2.749 1.103 0.527
N -1.329 0.865 0.493
C -0.433 1.838 0.272
O -0.716 3.021 0.153
C 0.992 1.376 0.201
C 1.926 2.357 0.069
N 3.247 2.116 -0.014
C 3.741 0.837 0.029
C 5.115 0.600 -0.055
C 5.613 -0.686 -0.011
C 7.083 -0.953 -0.098
C 4.718 -1.756 0.118
C 3.366 -1.533 0.201
C 2.846 -0.235 0.158
C 1.396 -0.020 0.253
O 0.618 -0.970 0.362
H -4.269 -2.383 0.660
H -5.564 -3.324 -0.090
H -4.610 -2.211 -1.069
H -6.798 -1.182 -0.579
H -6.595 -1.515 1.159
H -5.448 0.372 -1.534
H -5.213 1.755 -0.440
H -3.113 1.140 -1.600
H -3.159 -0.472 -0.874
H -3.180 0.613 1.406
H -2.898 2.182 0.611
H -0.983 -0.092 0.516
H 1.599 3.387 0.028
H 3.899 2.883 -0.109
H 5.787 1.441 -0.155
H 7.298 -1.597 -0.950
H 7.425 -1.467 0.799
H 7.646 -0.030 -0.207
H 5.105 -2.763 0.153
H 2.666 -2.349 0.301
*
```

Summary:
Electronic energy: -956.96755 Ha
E_HOMO: -8.61 eV
Kohn-Sham gap: 8.978 eV
Energy relative to the best compared isomer or geometry (same formula, charge and spin): 1.1252 eV
Lowest unoccupied orbital energy: 0.013 Ha
SMILES: CCOCCCNC(=O)c1c[nH]c2cc(C)ccc2c1=O